ORCA calculation (wB97M-V/def2-TZVPD) on 10 unconnected molecules or ions with the total composition C25H54Cl2FINO13 in a non-equilibrium geometry.

Element x y z (Å)
C 6.37043 1.57046 2.07883
C 6.68700 1.73202 0.56711
C 5.50660 2.22258 -0.32137
I 3.95119 3.27374 0.82481
O 4.97881 1.23410 -1.21071
C 4.54864 0.06274 -0.61598
O 5.30876 -0.85797 -0.53695
C 3.09441 -0.05836 -0.14347
C 2.06795 0.69583 -0.76242
C 2.27892 1.65755 -1.93018
C 2.33778 0.84391 -3.23167
O 1.35411 0.65795 -3.87765
F 3.53132 0.35831 -3.61674
C 0.77204 0.54448 -0.32274
N 0.42936 -0.25349 0.68702
C -1.01752 -0.31783 1.08993
C -1.75081 1.05156 0.97912
C -3.21821 1.02100 1.53532
Cl -3.50031 2.40142 2.67605
C 1.38088 -0.98238 1.29967
C 2.72672 -0.93308 0.89222
C 3.73088 -1.87065 1.60394
C 4.42087 -1.32188 2.88628
O 5.60503 -1.37522 2.97360
Cl 3.41056 -0.65559 4.16354
H 5.41991 1.04185 2.20694
H 6.30417 2.55178 2.56719
H 7.21467 1.03711 2.53732
H 7.45917 2.51951 0.51095
H 7.16510 0.83589 0.14475
H 5.90893 3.00709 -0.97135
H 3.14025 2.31922 -1.81220
H 1.39659 2.31170 -1.96903
H -0.00054 1.11133 -0.84346
H -1.56665 -1.06464 0.49705
H -1.08745 -0.62618 2.14697
H -1.85378 1.37889 -0.06996
H -1.13127 1.81849 1.47091
H -3.95438 1.15018 0.73732
H -3.43373 0.07139 2.04271
H 1.03498 -1.62226 2.11354
H 4.50109 -2.28138 0.94962
H 3.12942 -2.73119 1.95625
C -0.47257 -0.12014 5.46523
O -1.28931 -0.15561 4.30580
H 0.54107 -0.21118 5.10300
H -0.59164 0.82258 6.00233
H -0.70564 -0.95363 6.13105
H -2.20702 -0.07860 4.58897
C 3.40991 -0.93867 8.20360
O 2.41133 -1.05178 7.19085
H 3.09144 -0.18148 8.91544
H 3.52967 -1.89206 8.72274
H 4.36322 -0.63818 7.76137
H 2.70886 -1.72495 6.57297
C -7.00309 2.10961 -0.95290
O -6.19371 2.01244 0.21779
H -6.45376 1.68425 -1.79083
H -7.93289 1.55302 -0.81635
H -7.22947 3.15559 -1.16897
H -6.69411 2.39266 0.94548
C -3.14395 0.45936 -3.29339
O -3.44046 0.91452 -1.96724
H -2.06977 0.30658 -3.37781
H -3.65885 -0.48489 -3.48417
H -3.45877 1.20554 -4.02237
H -4.39161 1.04346 -1.91382
C -0.63787 -0.20976 -6.58981
O -1.77698 -0.83310 -5.99380
H -0.48036 0.75126 -6.10548
H 0.24870 -0.83152 -6.44918
H -0.81005 -0.05112 -7.65720
H -1.90237 -1.68035 -6.43149
C 3.35473 -3.13252 -4.31089
O 2.16748 -3.50430 -3.61196
H 3.99106 -4.00872 -4.40436
H 3.10127 -2.76470 -5.30793
H 3.88782 -2.35768 -3.75422
H 1.61914 -2.71792 -3.54182
C -3.59980 2.70652 -7.29132
O -3.93265 1.74011 -6.29932
H -4.20184 3.59587 -7.12123
H -2.54086 2.97066 -7.22120
H -3.81400 2.31336 -8.28815
H -3.38984 0.95935 -6.46519
C -4.25998 -1.92994 5.26447
O -4.33100 -0.52749 5.52423
H -3.36223 -2.12758 4.68139
H -4.20678 -2.48516 6.20355
H -5.13513 -2.25271 4.69584
H -5.12726 -0.37195 6.03932
C -3.56137 -2.78078 -1.08514
O -3.83742 -2.34269 0.24403
H -2.48898 -2.94287 -1.17889
H -4.08391 -3.71757 -1.28940
H -3.87336 -2.02039 -1.80413
H -4.78692 -2.20477 0.30745

## Properties
LUMO level, eV: -4.511
Largest force on an atom, Eh/bohr: 0.036
Total charge: +1
Multiplicity: 1